118
Properties=species:S:1:pos:R:3:lowdin_charge:R:1 method="wB97M-V/def2-TZVPD" e_lumo_ha="-0.232 / -0.204" total_charge=+2 e_homo_ha="-0.4645 / -0.4459" spin_multiplicity=1 gap_ev="6.317 / 6.570"
Sn 0.622 0.691 0.916 1.37
O -1.632 5.240 7.197 0.20
C -2.348 5.735 6.422 -0.42
O -3.063 6.225 5.644 0.20
C -1.053 4.296 4.340 0.11
C 0.038 3.572 4.727 0.01
C 0.622 2.794 3.721 -0.21
N 0.143 2.820 2.477 0.08
C -0.921 3.548 2.141 -0.20
C -1.583 4.337 3.083 0.02
C -1.323 3.523 0.712 -0.22
C -2.536 4.013 0.261 0.01
C -2.763 4.076 -1.104 -0.01
C -1.774 3.649 -1.975 -0.02
C -0.620 3.110 -1.435 -0.14
N -0.398 3.036 -0.125 0.04
C 1.765 1.880 4.000 -0.24
C 2.298 1.704 5.268 0.01
C 3.320 0.785 5.449 -0.02
C 3.796 0.074 4.360 -0.02
C 3.227 0.325 3.125 -0.11
N 2.238 1.202 2.949 0.03
H 0.424 3.593 5.737 0.11
H -2.445 4.939 2.824 0.12
H -3.300 4.337 0.953 0.12
H -3.698 4.467 -1.485 0.13
H -1.898 3.726 -3.046 0.12
H 0.178 2.736 -2.066 0.10
H 1.929 2.254 6.123 0.12
H 3.735 0.624 6.436 0.12
H 4.580 -0.663 4.465 0.12
H 3.567 -0.188 2.231 0.10
C 2.978 4.279 -2.644 -0.15
C 2.617 4.580 -1.205 -0.16
N 2.505 3.326 -0.465 0.09
C 2.950 2.120 -0.890 -0.37
N 2.588 1.040 -0.209 -0.07
C 3.239 -0.235 -0.537 -0.24
C 3.482 -0.352 -2.030 -0.15
C 4.339 0.825 -2.452 -0.12
N 3.762 2.081 -1.965 -0.02
C 4.158 3.325 -2.631 -0.12
H 3.221 5.195 -3.179 0.13
H 2.138 3.795 -3.151 0.11
H 1.670 5.118 -1.142 0.12
H 3.389 5.207 -0.757 0.13
H 1.857 3.284 0.304 0.09
H 2.593 -1.042 -0.189 0.07
H 4.194 -0.310 -0.003 0.12
H 2.521 -0.323 -2.551 0.09
H 3.988 -1.287 -2.273 0.13
H 4.403 0.885 -3.538 0.13
H 5.354 0.708 -2.064 0.14
H 4.472 3.079 -3.642 0.13
H 5.007 3.784 -2.116 0.14
N -0.053 -0.583 -0.441 -0.33
P -0.926 -1.454 -1.397 0.55
N -2.536 -1.420 -1.060 -0.19
C -3.518 -2.020 -1.978 -0.18
C -4.931 -1.625 -1.568 -0.18
C -5.263 -2.104 -0.145 -0.17
C -4.044 -1.974 0.794 -0.17
C -3.061 -0.954 0.233 -0.21
N -0.450 -3.054 -1.413 -0.19
C 1.003 -3.239 -1.552 -0.23
C 1.337 -4.640 -2.056 -0.16
C 0.477 -5.715 -1.354 -0.17
C -0.187 -5.147 -0.101 -0.18
C -1.112 -3.996 -0.481 -0.20
N -0.758 -1.025 -2.994 -0.19
C -0.322 0.339 -3.291 -0.23
C -0.300 0.588 -4.791 -0.18
C 0.648 -0.388 -5.496 -0.17
C 0.465 -1.837 -4.984 -0.16
C -0.792 -1.962 -4.129 -0.20
H -3.435 -3.114 -1.982 0.11
H -3.312 -1.672 -2.992 0.11
H -5.635 -2.053 -2.280 0.12
H -5.026 -0.539 -1.630 0.11
H -5.593 -3.144 -0.176 0.11
H -6.097 -1.517 0.241 0.11
H -3.534 -2.936 0.883 0.09
H -4.353 -1.671 1.796 0.11
H -2.225 -0.793 0.908 0.06
H -3.572 0.008 0.106 0.12
H 1.507 -3.055 -0.593 0.10
H 1.372 -2.481 -2.243 0.08
H 2.397 -4.821 -1.865 0.11
H 1.189 -4.690 -3.136 0.11
H 1.093 -6.574 -1.093 0.11
H -0.305 -6.071 -2.029 0.12
H 0.578 -4.810 0.605 0.11
H -0.781 -5.913 0.398 0.12
H -1.455 -3.478 0.421 0.07
H -1.995 -4.405 -0.977 0.11
H 0.680 0.516 -2.872 0.09
H -0.997 1.031 -2.794 0.08
H 0.019 1.616 -4.980 0.11
H -1.311 0.486 -5.190 0.12
H 1.680 -0.068 -5.329 0.10
H 0.471 -0.340 -6.570 0.11
H 1.331 -2.143 -4.394 0.09
H 0.377 -2.532 -5.820 0.12
H -0.898 -2.967 -3.732 0.11
H -1.668 -1.756 -4.753 0.12
N -2.002 -3.692 5.461 0.15
C -1.428 -2.760 4.670 -0.30
C -1.113 -3.028 3.326 0.00
C -0.543 -2.040 2.564 -0.18
N -0.276 -0.803 3.014 -0.03
C -0.569 -0.550 4.297 -0.13
C -1.124 -1.473 5.149 0.00
H -2.173 -4.622 5.125 0.11
H -2.227 -3.491 6.419 0.11
H -1.321 -4.002 2.899 0.12
H -0.281 -2.219 1.525 0.07
H -0.348 0.449 4.654 0.10
H -1.325 -1.213 6.181 0.12

=====

64
Properties=species:S:1:pos:R:3:lowdin_charge:R:1 method="wB97M-V/def2-TZVPD" e_lumo_ha=-0.177 total_charge=+1 e_homo_ha=-0.3859 spin_multiplicity=1 gap_ev=5.694
Os -0.318 0.615 -0.327 0.57
N 6.388 3.317 2.989 0.13
C 5.500 2.682 2.176 -0.30
C 4.273 3.280 1.852 -0.02
C 3.368 2.625 1.047 -0.07
C 3.667 1.359 0.551 -0.30
C 4.895 0.762 0.843 -0.06
C 5.795 1.413 1.651 -0.01
S 2.565 0.541 -0.503 0.64
O 1.567 1.558 -0.960 -0.50
O 3.293 -0.162 -1.505 -0.23
N 1.475 -0.375 0.270 -0.28
C 1.858 -1.647 0.700 -0.45
N 0.915 -2.556 0.918 0.11
C 1.356 -3.741 1.345 -0.12
C 2.692 -4.027 1.548 -0.03
C 3.576 -2.998 1.283 -0.09
N 3.170 -1.808 0.863 0.13
H 6.233 4.267 3.269 0.10
H 7.310 2.944 3.123 0.10
H 4.046 4.271 2.225 0.11
H 2.440 3.106 0.773 0.08
H 5.126 -0.208 0.427 0.11
H 6.748 0.952 1.878 0.12
H 0.599 -4.494 1.527 0.11
H 3.024 -4.994 1.894 0.11
H 4.645 -3.123 1.413 0.12
Cl -0.157 2.464 1.366 0.77
C -0.759 3.821 0.438 -0.59
C -0.685 5.061 1.040 -0.09
C -1.153 6.160 0.340 -0.05
C -1.676 6.007 -0.932 -0.09
C -1.733 4.750 -1.507 -0.67
Cl -2.397 4.600 -3.095 0.72
C -1.272 3.615 -0.829 -0.61
S -1.394 2.029 -1.592 0.66
H -0.273 5.161 2.035 0.12
H -1.107 7.142 0.791 0.12
H -2.041 6.858 -1.490 0.12
C -5.786 -1.597 -1.860 -0.04
C -4.667 -0.684 -2.299 -0.40
C -3.962 -1.138 -3.556 -0.06
O -3.725 -0.505 -1.172 -0.31
P -2.487 -1.364 -0.775 0.01
S -1.852 -0.417 0.935 0.40
S -0.826 -1.091 -1.886 0.38
O -3.057 -2.813 -0.753 -0.26
C -2.581 -4.073 -0.146 -0.39
C -2.684 -3.955 1.356 -0.04
C -1.210 -4.443 -0.659 -0.06
H -6.584 -1.560 -2.602 0.09
H -6.194 -1.276 -0.902 0.09
H -5.443 -2.628 -1.772 0.08
H -5.041 0.330 -2.430 0.15
H -3.548 -2.143 -3.442 0.08
H -3.164 -0.455 -3.842 0.07
H -4.690 -1.174 -4.366 0.10
H -3.325 -4.777 -0.514 0.15
H -1.969 -3.226 1.736 0.05
H -2.471 -4.928 1.801 0.10
H -3.690 -3.661 1.656 0.09
H -0.456 -3.736 -0.313 0.02
H -1.193 -4.479 -1.748 0.09
H -0.952 -5.435 -0.284 0.10

=====

14
Properties=species:S:1:pos:R:3:lowdin_charge:R:1 method="wB97M-V/def2-TZVPD" e_lumo_ha=-0.018 smiles="C=CSC(=S)CN" total_charge=0 e_homo_ha=-0.3102 spin_multiplicity=1 gap_ev=7.945
C -3.240 -0.491 0.230 -0.05
C -1.887 -0.023 0.047 -0.55
S -0.537 -1.083 -0.269 0.88
C 0.956 -0.055 0.123 -1.09
S 2.443 -0.665 0.006 0.69
C 0.573 1.304 0.578 -0.36
N -0.126 2.209 -0.447 -0.03
H -3.497 -1.550 0.690 0.08
H -4.056 0.283 -0.095 0.08
H -1.922 0.940 -0.265 -0.02
H 1.423 1.603 1.080 0.05
H -0.075 1.165 1.492 0.13
H -0.344 3.203 -0.123 0.10
H 0.452 2.453 -1.310 0.10

=====

The records above give, respectively, energy above the lowest of the compared OMol25 structures with the same formula, charge and spin values of 72.9; 25.4; 270.6 kJ/mol.
The records above give, respectively, F_max values of 0.70; 0.96; 6.88 eV Å⁻¹.